Density functional theory data (wB97M-V/def2-TZVPD) for 13 unconnected molecules or ions with the total composition C24H74O13 at a distorted geometry.

Properties
HOMO level = -0.3578 Eh
Relative energy (zero: lowest compared OMol25 entry of this formula, charge and spin) = 91.65 kcal per mole
LUMO energy = 0.13 eV
Orbital gap = 9.9 eV

Structure (XYZ):
```
111
C24H74O13, DFT wB97M-V/def2-TZVPD
O -6.58515 0.87665 -0.84572
H -6.79502 0.33687 -1.60783
H -6.81661 1.76676 -1.11101
O 4.91756 -2.61833 4.49330
H 4.56252 -3.37799 4.03166
H 4.21105 -1.97287 4.47214
O -2.08120 2.05470 4.04058
H -2.91970 1.99975 4.49900
H -2.22861 1.59395 3.21461
O -6.36905 0.93902 4.10318
H -7.07069 1.53387 4.36791
H -6.80059 0.29235 3.54477
O -3.71694 -1.14163 6.30413
H -2.90864 -1.04589 5.80042
H -4.36861 -0.64550 5.80875
C -1.53468 -1.37430 -0.69007
C -1.57352 -2.00031 0.71499
C -0.11605 -2.28853 1.25179
O -2.46328 -1.35334 1.59906
H -0.94939 -0.45481 -0.68085
H -2.53461 -0.98473 -0.88107
H -1.23519 -2.06182 -1.48109
H -2.17495 -2.90226 0.60151
H 0.44606 -1.37362 1.43901
H 0.45994 -2.89364 0.55165
H -0.08417 -2.93535 2.12855
H -3.22727 -1.04945 1.10351
C 0.91620 8.15700 -0.73475
C 0.83451 6.94338 0.14267
C 0.31595 7.15332 1.57538
O 0.15956 5.88504 -0.49415
H 1.12418 9.13364 -0.29769
H -0.02603 8.38684 -1.23224
H 1.73084 7.96021 -1.43168
H 1.86164 6.59717 0.25788
H 0.07819 6.31439 2.22941
H -0.60567 7.73428 1.54045
H 1.06829 7.70588 2.13820
H 0.49514 5.01892 -0.25162
C 3.16600 -8.99221 4.41217
C 2.24944 -7.80093 4.58064
C 2.25998 -7.38008 6.09066
O 2.67119 -6.73920 3.78022
H 4.18185 -8.72992 4.70772
H 3.15909 -9.45102 3.42346
H 2.78171 -9.88160 4.91160
H 1.23047 -8.14794 4.40927
H 3.26591 -7.14924 6.44124
H 1.89833 -8.16976 6.74923
H 1.59551 -6.52477 6.21317
H 2.24110 -6.84762 2.92883
C -7.92742 0.30514 -6.81243
C -7.33839 -0.88621 -6.03959
C -5.73304 -0.84883 -5.90821
O -7.86865 -0.85477 -4.72700
H -7.58918 1.20378 -6.29654
H -9.01490 0.23155 -6.82074
H -7.59275 0.26106 -7.84884
H -7.62301 -1.83310 -6.49839
H -5.34484 -1.74214 -5.41894
H -5.33346 0.08190 -5.50548
H -5.13693 -0.83967 -6.82072
H -8.55709 -0.18572 -4.72181
C 1.89711 2.62753 -4.96107
C 2.19154 4.14019 -5.33237
C 3.40357 4.70389 -4.57733
O 2.61258 4.19225 -6.62297
H 1.09565 2.29325 -5.61987
H 1.61488 2.65505 -3.90860
H 2.74886 2.00945 -5.24493
H 1.29591 4.75018 -5.21463
H 3.79072 5.66249 -4.92275
H 4.13427 3.89538 -4.55495
H 3.06203 4.92351 -3.56578
H 3.55830 4.08498 -6.74828
C 6.42604 1.04199 -0.50408
C 5.74263 1.87851 0.57936
C 6.22024 3.39411 0.61613
O 4.31205 1.96880 0.41625
H 6.20414 -0.00098 -0.27804
H 7.48615 1.28237 -0.58454
H 6.00741 1.24302 -1.49020
H 5.95014 1.40706 1.53997
H 5.55719 3.87591 1.33468
H 6.10162 3.76461 -0.40208
H 7.26368 3.34885 0.92802
H 3.92101 1.82143 1.28052
C 3.88457 2.18901 6.61423
C 2.42891 2.43497 6.31759
C 2.05684 3.93939 6.43762
O 2.12674 1.98878 5.01115
H 4.09060 2.61332 7.59689
H 4.60878 2.57681 5.89783
H 4.06045 1.11557 6.68410
H 1.74861 1.97077 7.03159
H 2.50044 4.31434 7.35997
H 0.96685 3.93403 6.43676
H 2.29847 4.55947 5.57436
H 1.19454 2.05507 4.79159
C -3.10552 -5.80088 -6.36510
C -2.13783 -5.44675 -5.27284
C -2.33526 -6.14281 -3.94913
O -0.81223 -5.79724 -5.70188
H -2.91571 -5.13669 -7.20826
H -4.08921 -5.65974 -5.91727
H -3.00305 -6.81850 -6.74197
H -2.03278 -4.38689 -5.04100
H -3.31833 -5.97959 -3.50751
H -1.55635 -6.00539 -3.19913
H -2.36220 -7.22982 -4.02520
H -0.53194 -5.23937 -6.43116
```



Density functional theory data (wB97M-V/def2-TZVPD) for a molecular structure, C24H75FeO27 at a distorted geometry.

Properties
Expectation value of S² = 8.76
HOMO level (spin up / spin down) = -0.3541 / -0.3542 Eh
2S+1 = 6
LUMO energy (spin up / spin down) = 0.14 / -0.79 eV
Orbital gap (spin up / spin down) = 9.8 / 8.9 eV

Structure (XYZ):
```
127
C24H75FeO27, DFT wB97M-V/def2-TZVPD
Fe 14.22739 11.57919 11.97683
O 15.07553 10.03851 11.04404
H 15.07969 9.45840 11.82024
O 13.10920 12.98799 12.55540
H 12.99377 13.26848 13.46218
O 13.51229 10.36888 13.28753
H 13.73348 10.46171 14.23682
C 11.47940 15.18164 10.30633
C 12.84756 15.66237 10.02856
O 13.74249 15.69348 11.09536
O 11.40675 13.71937 10.39455
H 10.79655 15.38590 9.47757
H 11.04166 15.56167 11.25250
H 12.69801 16.70556 9.64770
H 13.24507 15.10401 9.15938
H 13.75143 14.70457 11.40959
H 11.72281 13.37587 11.26715
C 14.87428 5.46337 12.43810
C 13.91674 6.45455 13.08840
O 14.35543 7.73003 12.64659
O 14.85836 5.46024 11.03797
H 14.54910 4.50423 12.83659
H 15.91054 5.62884 12.79624
H 14.08285 6.30449 14.16458
H 12.86870 6.24553 12.81353
H 13.67790 8.35707 12.93383
H 14.98954 6.41051 10.74361
C 14.96551 8.68445 16.19812
C 16.16986 8.94296 15.19683
O 16.65114 10.29064 15.37679
O 14.01170 9.66673 15.98076
H 15.15704 8.47292 17.24550
H 14.53221 7.65558 15.95410
H 15.77389 8.94284 14.19855
H 16.97947 8.20852 15.22267
H 17.42754 10.25641 15.99953
H 14.31634 10.50106 16.30624
C 19.72131 15.71835 12.70447
C 18.44021 16.42707 12.20882
O 18.39134 16.49454 10.82160
O 19.68477 14.32455 12.50065
H 19.67914 15.82996 13.79083
H 20.68348 16.16197 12.38685
H 18.37749 17.42000 12.65905
H 17.60872 15.93863 12.76304
H 17.56362 16.25864 10.44496
H 19.86928 14.19933 11.55683
C 9.75491 10.22216 13.07862
C 9.84651 9.33245 14.31666
O 8.87763 9.71646 15.30227
O 10.87178 9.96120 12.12577
H 9.70943 11.25485 13.40172
H 8.91686 9.97442 12.42720
H 10.96373 9.33250 14.58448
H 9.60814 8.27198 14.00842
H 9.07830 10.55418 15.71266
H 11.70022 10.13728 12.60976
C 16.95587 12.67895 12.72274
C 16.44810 13.71377 11.70762
O 15.48292 13.14855 10.93313
O 15.78690 12.13576 13.35200
H 17.69730 13.03653 13.39450
H 17.41040 11.84584 12.15832
H 17.27661 13.93860 11.14025
H 16.09892 14.60032 12.23272
H 15.63075 13.03386 9.95575
H 16.05239 11.42366 13.94795
C 17.43220 8.69371 9.23456
C 16.20690 8.11581 8.45685
O 15.05249 7.80758 9.25023
O 17.22445 10.12318 9.52746
H 18.36944 8.51030 8.62676
H 17.56674 8.08972 10.11955
H 16.48646 7.17920 7.96318
H 15.93136 8.78622 7.68202
H 14.89220 8.53626 9.87851
H 16.45080 10.12282 10.14906
C 10.31459 7.31892 9.84008
C 11.70105 7.04519 9.39133
O 11.71915 7.59802 8.03697
O 10.23500 7.49317 11.27607
H 9.65429 6.37816 9.54827
H 9.93423 8.15216 9.27864
H 11.97650 5.97496 9.36390
H 12.43776 7.56202 9.98837
H 12.61974 7.43943 7.62971
H 10.52699 8.40060 11.51201
C 19.94343 12.55342 8.98939
C 19.73984 14.02882 8.63434
O 20.29250 14.81235 9.69558
O 19.45523 12.05545 10.17546
H 21.04043 12.37287 9.09336
H 19.65082 11.96232 8.14434
H 18.68288 14.28117 8.40588
H 20.32173 14.12277 7.69976
H 19.61830 15.55711 9.88496
H 18.69909 11.41060 10.07288
C 20.10347 11.23593 14.78349
C 20.25294 10.52874 16.09340
O 19.04822 9.86042 16.43789
O 19.57962 12.57958 15.07520
H 19.52324 10.65163 14.05270
H 21.07111 11.30602 14.31586
H 20.46651 11.30490 16.86828
H 21.14760 9.88585 16.14113
H 19.09821 9.47978 17.29566
H 19.65268 13.12372 14.21551
C 11.47016 10.94051 8.58886
C 12.85400 10.67363 9.08014
O 13.33175 11.81002 9.88012
O 11.46574 12.14532 7.76024
H 10.85713 11.15957 9.42123
H 10.99416 10.10770 8.08249
H 13.65694 10.44929 8.37291
H 12.79968 9.82897 9.72144
H 12.72750 12.58349 9.88134
H 11.37921 12.79203 8.43844
C 14.86224 13.88658 7.35504
C 15.53942 12.55051 7.24966
O 16.20691 12.41468 8.55405
O 13.64423 14.15256 6.66477
H 15.56021 14.58461 7.01050
H 14.69752 13.91849 8.42802
H 16.28556 12.49836 6.44914
H 14.83161 11.70039 7.12973
H 16.77797 11.62802 8.63493
H 12.97252 13.58840 7.12860
```



Density functional theory data (wB97M-V/def2-TZVPD) for 15 unconnected molecules or ions with the total composition C24H76ClNO19P at a distorted geometry.

Properties
HOMO level = -0.4004 Eh
Net charge = +1
Relative energy (zero: lowest compared OMol25 entry of this formula, charge and spin) = 189.48 kcal per mole
LUMO energy = -3.18 eV
Orbital gap = 7.7 eV

Structure (XYZ):
```
122
C24H76ClNO19P, DFT wB97M-V/def2-TZVPD
C 0.40263 -2.50104 -0.69384
C -0.36219 -2.36233 -2.15295
C -1.96436 -2.20701 -1.82747
O -2.69277 -1.28831 -2.71650
C -4.02508 -0.98067 -2.13417
C -5.30491 -1.95852 -2.56543
Cl -5.19253 -3.29229 -1.23116
N -6.64318 -1.20000 -2.45911
C -7.77230 -1.88828 -1.72475
C -9.26816 -1.20261 -2.01870
C -10.27923 -1.92164 -0.89686
O -10.02484 -1.60946 0.38269
O -11.33103 -2.86559 -1.31128
C -6.21056 0.18860 -1.97247
C -4.62714 0.56330 -2.35934
P -3.75639 1.86293 -1.21200
O -3.56811 3.34909 -2.15968
O -4.85126 2.33614 0.09774
H 0.55132 -1.42453 -0.25728
H -0.35774 -3.06891 0.02217
H 1.37486 -3.15144 -0.73452
H -0.22807 -3.41554 -2.69262
H 0.01046 -1.46668 -2.80875
H -2.03183 -1.74732 -0.72834
H -2.41821 -3.31037 -1.84862
H -4.08572 -1.05358 -0.95585
H -5.06797 -2.28567 -3.67397
H -7.07277 -0.97889 -3.38415
H -7.91059 -3.03488 -2.02059
H -7.55439 -1.75192 -0.56182
H -9.57750 -1.60748 -3.09510
H -9.25881 -0.03484 -1.94343
H -12.21684 -2.49085 -1.02676
H -6.37148 0.40901 -0.81125
H -6.78494 1.09327 -2.49543
H -4.42330 0.95334 -3.45989
H -2.61895 3.38553 -2.48025
H -4.67123 1.75458 0.91644
C 2.79028 -3.12714 -3.63542
O 1.65907 -3.97577 -3.56890
H 2.64402 -2.28593 -2.95375
H 3.68236 -3.68353 -3.33768
H 2.90555 -2.75122 -4.65494
H 1.81765 -4.71218 -4.18355
C -2.88277 6.68492 -0.15670
O -2.11782 5.49443 -0.19944
H -2.28050 7.47839 0.29205
H -3.16476 6.97458 -1.17189
H -3.77747 6.52274 0.44929
H -2.67776 4.80918 -0.60211
C -0.78277 9.57692 2.01530
O -0.01782 8.38643 1.97256
H -0.18050 10.37039 2.46405
H -1.06476 9.86658 1.00011
H -1.67747 9.41474 2.62129
H -0.57776 7.70118 1.56989
C -3.99596 -6.03190 -2.83396
O -2.67092 -6.43862 -2.54570
H -4.07233 -4.95005 -2.70174
H -4.24013 -6.28843 -3.86768
H -4.68789 -6.52995 -2.15042
H -2.63384 -7.40196 -2.67158
C 6.67261 -3.31680 -3.41594
O 5.59763 -2.39684 -3.36762
H 6.48343 -4.12219 -2.70231
H 6.75013 -3.73553 -4.42226
H 7.60173 -2.80737 -3.14904
H 5.79341 -1.69443 -4.01069
C 1.89480 -6.56917 -6.67449
O 1.63531 -6.49625 -5.28466
H 2.97542 -6.59643 -6.83327
H 1.44584 -7.47789 -7.08274
H 1.47801 -5.68930 -7.17062
H 0.66955 -6.47354 -5.17501
C 3.03749 8.75725 3.61661
O 2.68654 7.44254 3.22592
H 3.60367 8.71142 4.54991
H 3.65495 9.21635 2.84074
H 2.13054 9.34663 3.77187
H 2.18573 7.51513 2.39577
C 6.36926 7.28774 5.68528
O 6.27943 8.67167 5.96974
H 5.47288 6.97747 5.14312
H 7.25008 7.09831 5.06699
H 6.43944 6.72640 6.62016
H 7.08784 8.91772 6.45053
C 4.01178 4.92593 1.94328
O 4.76975 3.84907 1.42355
H 4.56739 5.85512 1.79628
H 3.05651 4.98808 1.41640
H 3.84161 4.77092 3.01147
H 4.25189 3.03903 1.56810
C 0.24036 3.12940 0.83151
O -0.02678 3.17835 -0.55791
H 0.26223 2.08531 1.15260
H 1.21011 3.59069 1.03352
H -0.54699 3.65857 1.37380
H -0.04001 4.11627 -0.81357
C -6.32105 -5.91180 2.11128
O -5.43429 -4.83452 2.35083
H -6.49045 -6.44769 3.04820
H -7.27261 -5.52557 1.73795
H -5.87953 -6.59263 1.37947
H -5.30314 -4.37819 1.50242
C 5.51469 -5.96472 -0.55129
O 6.86361 -5.94089 -0.98035
H 4.86452 -5.79926 -1.41362
H 5.28909 -6.93825 -0.10928
H 5.35082 -5.17231 0.18306
H 7.41620 -6.09034 -0.19451
C 6.66948 -8.29672 2.75770
O 7.27078 -7.52031 1.73796
H 6.72289 -7.74752 3.70069
H 5.62259 -8.48279 2.50588
H 7.20485 -9.24385 2.85947
H 7.20833 -8.03278 0.91412
C 7.61178 6.61150 9.76331
O 8.36975 5.53464 9.24358
H 8.16739 7.54069 9.61632
H 6.65651 6.67365 9.23643
H 7.44161 6.45649 10.83150
H 7.85189 4.72460 9.38813
```



Density functional theory data (wB97M-V/def2-TZVPD) for a molecular structure, C24H76N4O16 at a distorted geometry.

Properties
HOMO level = -0.2798 Eh
Relative energy (zero: lowest compared OMol25 entry of this formula, charge and spin) = 660.90 kcal per mole
LUMO energy = 0.24 eV
Orbital gap = 7.9 eV

Structure (XYZ):
```
120
C24H76N4O16, DFT wB97M-V/def2-TZVPD
C 3.09887 3.00806 -1.85210
C 2.02417 1.96119 -2.11335
C 0.71915 2.53057 -2.78261
O -0.21080 1.51451 -2.98570
C -1.43066 2.03518 -3.59566
N 2.65642 1.03506 -3.03019
H 2.59528 3.92118 -1.53477
H 3.54968 3.53649 -2.69212
H 3.95974 2.85266 -1.20183
H 1.81627 1.55429 -1.12375
H 1.03368 3.04292 -3.69181
H 0.23143 3.24965 -2.12448
H -1.98748 1.19100 -4.00236
H -1.30183 2.75543 -4.40358
H -1.95392 2.54546 -2.78700
H 3.47607 1.29899 -3.55803
H 1.93417 0.86204 -3.71467
C -0.71000 -1.00250 2.85401
C -0.86184 0.51307 2.58831
C -0.46651 0.87797 1.13812
O 0.98217 0.65580 0.81402
C 1.44384 -0.15035 -0.29875
N -2.23812 0.95391 2.75248
H 0.32437 -1.32293 2.97858
H -1.20523 -1.52159 2.03340
H -1.21500 -1.23165 3.79240
H -0.20949 1.06921 3.26157
H -0.62419 1.94923 1.01306
H -1.08820 0.29805 0.45601
H 2.52405 -0.20375 -0.16315
H 1.34207 0.11720 -1.35049
H 1.25971 -1.21761 -0.17565
H -2.28909 1.95553 2.63314
H -2.58774 0.67059 3.65669
C -2.46247 0.26878 -1.12517
C -2.36409 -1.15513 -1.57770
C -0.97471 -1.76247 -1.28926
O -0.76915 -3.13009 -1.79380
C -0.73388 -3.42720 -3.18529
N -3.50013 -1.86973 -1.15210
H -3.29758 0.89555 -1.43801
H -1.57046 0.77362 -1.49604
H -2.40113 0.20156 -0.03898
H -2.29470 -1.18357 -2.66513
H -0.93489 -1.67975 -0.20313
H -0.04405 -1.27683 -1.58273
H -1.50028 -2.88205 -3.73625
H -0.70198 -4.48039 -3.46437
H 0.29806 -3.25883 -3.49327
H -3.31998 -2.37758 -0.29786
H -3.37393 -2.66650 -1.75985
C 1.57229 -2.79806 -0.90081
C 2.77829 -3.12739 -1.72587
C 2.61528 -2.77678 -3.23330
O 3.72295 -3.38515 -3.94749
C 3.70782 -2.99324 -5.29150
N 3.95589 -2.52583 -1.19011
H 1.72908 -2.71711 0.17481
H 0.73557 -3.49625 -0.87791
H 1.12837 -1.89222 -1.31370
H 2.91981 -4.20606 -1.65841
H 2.65448 -1.69268 -3.33967
H 1.68886 -3.18103 -3.64125
H 3.02488 -3.72956 -5.71519
H 4.68922 -3.08752 -5.75634
H 3.20320 -2.03119 -5.38046
H 3.82065 -1.52517 -1.16777
H 4.70868 -2.53084 -1.86343
C 0.15325 -4.06071 1.87636
C -0.71528 -3.23864 0.86430
O -1.64559 -4.05872 0.18463
O 1.00032 -4.85214 0.99379
H -0.55033 -4.65860 2.45566
H 0.72299 -3.41689 2.54642
H -0.14252 -2.67727 0.12612
H -1.39827 -2.53452 1.33952
H -1.68731 -3.66670 -0.69068
H 0.46324 -5.47702 0.50118
C -2.22034 3.37843 3.61266
C -1.21389 4.52091 3.91603
O 0.12678 3.95939 4.10197
O -2.31970 3.35148 2.17614
H -3.09218 3.23007 4.24982
H -1.62292 2.50749 3.88225
H -1.47992 4.95229 4.88104
H -1.34072 5.25313 3.11862
H 0.50756 3.86345 3.22596
H -2.65407 4.20338 1.88620
C 1.11896 3.58154 0.94614
C 2.13958 3.29784 2.10800
O 1.81048 2.10972 2.79406
O -0.08509 3.97343 1.64515
H 0.93507 2.62643 0.45418
H 1.34981 4.35207 0.21054
H 2.22074 4.18543 2.73545
H 3.10047 3.25710 1.59505
H 2.09999 1.33386 2.30845
H -0.74661 3.28240 1.56471
C -4.08918 1.79677 1.35444
C -5.20349 0.89938 1.98365
O -4.75016 -0.33381 2.46329
O -3.12657 1.08900 0.52795
H -3.54120 2.24837 2.18141
H -4.41480 2.60658 0.70154
H -6.04835 0.74881 1.31161
H -5.71539 1.44163 2.77866
H -4.39812 -0.91096 1.78170
H -2.37677 0.91407 1.10137
O 2.25014 0.20849 2.29280
H 2.51401 -0.71161 2.29157
H 1.61934 0.27820 1.57622
O 3.22712 -0.42459 -1.83402
H 2.82017 0.12364 -2.50489
H 2.96677 -0.02266 -1.00522
O -2.60858 0.15842 4.58812
H -3.07176 0.09525 5.42340
H -2.94592 -0.57282 4.07073
O 2.77488 -1.94633 1.37950
H 3.31704 -2.01110 0.59331
H 2.66534 -2.85156 1.67074
```



Respective total energy values: -1936.761438, -4254.472124, -3245.126449, -2381.583468 a.u..